Record 1
The following is a quantum chemistry calculation of a cluster of 2 separate species, C3H7OPS2 in total in a non-equilibrium geometry, from the Open Molecules 2025 dataset.

Geometry (Å):
O -2.0779 0.7123 -0.9532
C -2.5197 0.0332 -0.1251
P -1.4124 -0.8968 1.2761
H -1.9595 -2.0812 0.6937
H -2.5181 -0.5773 2.2192
H -0.4878 -1.5255 2.3056
C 1.4486 0.6001 -2.2587
C 1.5010 -0.0635 -0.9542
S 1.1900 -1.6375 -0.7961
S 1.7211 0.9608 0.4524
H 1.7605 1.6188 -2.1016
H 2.0655 0.1075 -2.8883
H 0.4912 0.5742 -2.8557
H 2.4989 0.1622 1.2559

Properties
Molar mass = 154.20 g/mol
Energy relative to the best compared isomer or geometry (same formula, charge and spin) = 443.60 kJ/mol
Charge = 0
SMILES = O=C=[PH3].CC(=S)S
Spin multiplicity = 1

---

Record 2
The following is a quantum chemistry calculation of a cluster of 7 separate species, C43H63N8O8 in total in a non-equilibrium geometry, from the Open Molecules 2025 dataset.

Geometry (Å):
N 0.9404 -0.1097 -0.7171
O 1.6112 -1.1449 -0.6564
O 1.2680 0.8182 -1.4866
O -0.0013 0.0456 0.1174
C -1.1845 -1.3833 -3.0273
C -2.5095 -0.7663 -2.5860
C -2.9613 -1.3231 -1.2392
C -4.0446 -0.5510 -0.4860
C -3.5605 0.8420 -0.2360
C -3.1742 1.6305 -1.4870
N -2.2608 0.7002 -2.2963
O -1.6683 1.2499 -3.1943
C -2.2584 2.8081 -1.0962
C -4.3221 2.0516 -2.4059
C -3.6146 -1.0689 -3.6285
H -0.6854 -0.8920 -3.8615
H -1.4192 -2.3407 -3.5012
H -0.4354 -1.6169 -2.2734
H -2.0793 -1.3235 -0.5863
H -3.2416 -2.3777 -1.2350
H -4.1552 -1.0333 0.4898
H -5.0272 -0.5534 -0.9606
H -2.7235 0.8975 0.4713
H -4.2192 1.5090 0.3380
H -2.6169 3.2858 -0.1788
H -2.2130 3.5569 -1.8827
H -1.2792 2.4281 -0.7982
H -4.1622 2.6706 -3.2829
H -4.9362 2.5518 -1.6477
H -4.9693 1.2296 -2.7082
H -3.3351 -0.6975 -4.6156
H -4.5845 -0.6147 -3.4287
H -3.7845 -2.1416 -3.6912
C 2.2315 -2.3618 2.2650
N 0.8972 -1.9591 2.7305
C -0.1463 -2.5010 2.1228
C -1.4316 -2.0404 2.3765
C -1.6315 -1.0449 3.3336
C -0.5009 -0.5414 3.9730
C 0.7585 -0.9856 3.6508
C -2.9998 -0.5392 3.5929
C -3.1862 0.8342 3.8639
C -4.4699 1.2662 4.0919
N -5.5388 0.4618 4.0865
C -5.3757 -0.8515 3.8928
C -4.1192 -1.3537 3.6573
C -6.9179 1.0085 4.2743
H 2.8477 -2.7935 3.0536
H 2.6420 -1.4396 1.8597
H 2.1790 -3.1483 1.5057
H -0.0877 -3.2875 1.3706
H -2.2291 -2.3937 1.7381
H -0.6269 0.1902 4.7601
H 1.7157 -0.6165 3.9898
H -2.3430 1.4919 4.0056
H -4.6462 2.3161 4.2859
H -6.2527 -1.4811 3.8550
H -4.0885 -2.4225 3.4878
H -7.0848 1.6231 3.3900
H -6.8932 1.5171 5.2315
H -7.6059 0.1822 4.1235
C 3.8152 1.2006 -0.0553
N 3.0242 2.4582 0.1566
C 2.2707 2.6973 1.2301
C 1.4441 3.7938 1.3225
C 1.4907 4.7757 0.3185
C 2.3903 4.5316 -0.7225
C 3.1167 3.3779 -0.8193
C 0.6957 6.0290 0.4088
C 0.6003 6.9153 -0.6696
C -0.2855 7.9566 -0.6501
N -0.8623 8.3269 0.5088
C -0.6838 7.6007 1.6367
C -0.0142 6.3898 1.5490
C -1.7562 9.5149 0.6395
H 3.5432 0.4411 0.6672
H 4.8270 1.5541 0.1574
H 3.7670 0.9670 -1.1143
H 2.1719 1.8292 1.8671
H 0.8113 3.8780 2.1925
H 2.4371 5.1860 -1.5814
H 3.7400 3.1303 -1.6665
H 1.2003 6.7651 -1.5546
H -0.3204 8.6728 -1.4603
H -1.0019 8.0726 2.5537
H 0.0587 5.8305 2.4708
H -1.0495 10.3433 0.6428
H -2.3722 9.5057 1.5321
H -2.4175 9.5180 -0.2239
C 4.6905 -2.6170 -1.6685
C 4.3112 -3.3967 -0.4185
N 4.9775 -4.6901 -0.2551
C 6.3442 -4.8423 -0.2801
C 6.5964 -6.1563 -0.0433
N 5.3826 -6.7935 0.1220
C 4.4158 -5.8726 0.0078
C 5.1160 -8.2075 0.4167
H 5.7523 -2.6369 -1.9206
H 4.3668 -1.5828 -1.5841
H 4.2239 -3.0380 -2.5595
H 3.2307 -3.5204 -0.3287
H 4.6047 -2.8249 0.4683
H 7.1049 -4.1018 -0.4541
H 7.5063 -6.7285 -0.1064
H 3.3452 -6.0222 0.1255
H 5.9960 -8.7056 0.8082
H 4.7049 -8.7238 -0.4486
H 4.3008 -8.1596 1.1371
C 0.5882 -4.2774 -1.7616
C 1.0164 -5.2632 -0.6990
O 0.9371 -6.4727 -0.9239
O 1.3834 -4.8019 0.4450
H 1.2424 -3.4052 -1.7510
H -0.4370 -3.9073 -1.6649
H 0.5462 -4.7444 -2.7463
C 2.1362 -1.2024 -3.6524
C 2.3527 -0.8646 -5.1310
O 3.2947 -0.1775 -5.5479
O 1.4545 -1.3006 -5.8926
H 1.8768 -2.2468 -3.5037
H 1.4424 -0.5210 -3.1654
H 3.0665 -0.9235 -3.1499

Properties
Molar mass = 820.02 g/mol
Charge = +3
Spin multiplicity = 1

---

Record 3
The following is a quantum chemistry calculation of the molecule C3H3NO3S in a non-equilibrium geometry, from the Open Molecules 2025 dataset.

Geometry (Å):
O -2.4414 -0.2002 -0.1466
C -1.2213 -0.1727 0.0137
C -0.3580 1.0892 0.2050
O 0.8706 0.9293 -0.4539
C 1.5610 -0.1438 -0.0540
S 3.1876 -0.1961 -0.0914
O 0.7815 -1.2040 0.2818
N -0.4595 -1.2216 -0.3415
H -0.1890 1.3358 1.2618
H -0.8511 1.9340 -0.2866
H -0.8804 -2.1498 -0.3883

Properties
Molar mass = 133.13 g/mol
Energy relative to the best compared isomer or geometry (same formula, charge and spin) = 273.59 kJ/mol
Charge = 0
SMILES = O=C1COC(=S)ON1
Spin multiplicity = 1

---

Record 4
The following is a quantum chemistry calculation of the ion C3H8N3 with charge +1 in a non-equilibrium geometry, from the Open Molecules 2025 dataset.

Geometry (Å):
H 2.9978 1.1170 -2.0351
N 2.2830 0.7462 -1.4169
C 1.1181 0.7497 -1.9806
N 0.0035 0.3944 -1.1648
C 0.0709 -0.0499 0.1162
N -0.9728 -0.5263 0.6798
C -1.0973 -0.9119 2.0465
H 0.7373 1.0875 -2.9264
H -0.9317 0.4898 -1.5331
H 0.9205 0.2379 0.7556
H -1.7638 -0.4879 0.0430
H -0.9450 -1.9949 2.3316
H -0.3656 -0.3609 2.6459
H -2.0549 -0.4908 2.4382

Properties
Molar mass = 86.12 g/mol
Energy relative to the best compared isomer or geometry (same formula, charge and spin) = 147.84 kJ/mol
Charge = +1
SMILES = [H]/N=C/N/C=[NH+]/C
Spin multiplicity = 1

---

Record 5
The following is a quantum chemistry calculation of a cluster of 3 separate species, C13H42BN7O6P3 in total in a non-equilibrium geometry, from the Open Molecules 2025 dataset.

Geometry (Å):
C 0.9464 1.8922 1.8372
B -0.3798 2.6625 1.3379
O -0.2857 3.3203 0.0850
N -1.5201 2.6857 2.1431
P -2.9685 2.4416 1.5562
O -3.3514 3.0344 0.2395
O -4.0246 2.9106 2.7055
O -3.3103 0.8501 1.4955
H 0.7960 0.8126 1.8646
H 1.2155 2.2542 2.8348
H 1.8081 2.1155 1.1954
H 0.5412 3.8097 0.0542
H -3.9346 3.8696 2.7257
H -3.2162 0.5394 0.5920
O 1.6592 1.4865 -3.4694
P 0.7248 2.0017 -4.4895
N 1.3093 3.5203 -4.9474
C 0.5232 4.4671 -5.7112
C 2.6901 3.5058 -5.4064
N -0.7576 2.2341 -3.6689
C -1.1003 3.5401 -3.0991
C -0.9811 1.1899 -2.6622
N 0.0715 1.4360 -5.9747
C -1.3732 1.3152 -6.1499
C 0.7427 0.2190 -6.4599
H 0.4537 4.2012 -6.7769
H 0.9934 5.4508 -5.6374
H -0.4806 4.5712 -5.3218
H 2.7890 3.0920 -6.4225
H 3.3018 2.9109 -4.7298
H 3.0904 4.5217 -5.4088
H -0.2801 3.9874 -2.5327
H -1.9457 3.4289 -2.4189
H -1.4300 4.2389 -3.8660
H -0.4360 1.3844 -1.7358
H -0.6703 0.2133 -3.0428
H -2.0486 1.1412 -2.4377
H -1.8395 0.5853 -5.4825
H -1.5446 1.0010 -7.1840
H -1.8649 2.2740 -6.0160
H 0.4944 -0.6644 -5.8593
H 1.8264 0.3494 -6.4286
H 0.4658 0.0214 -7.4968
O -0.7014 -3.1826 5.9914
P -0.0469 -3.3451 4.6778
N -0.2409 -4.9698 4.2479
C 0.5191 -5.5944 3.1843
C -1.6296 -5.4098 4.2178
N 1.6342 -3.1056 5.0300
C 2.4853 -4.2483 5.3291
C 1.8122 -2.0657 6.0385
N -0.0829 -2.5876 3.1651
C 1.1221 -1.9886 2.5899
C -1.2270 -1.6522 3.0252
H 0.1635 -5.3101 2.1836
H 0.4281 -6.6794 3.2815
H 1.5746 -5.3632 3.2422
H -2.1632 -5.0420 3.3292
H -2.1524 -5.0563 5.1051
H -1.6724 -6.5011 4.2195
H 2.0347 -4.9518 6.0414
H 3.4239 -3.8874 5.7548
H 2.7657 -4.7924 4.4308
H 1.6363 -2.4314 7.0564
H 1.1286 -1.2345 5.8644
H 2.8309 -1.6745 5.9722
H 1.5151 -1.1468 3.1638
H 0.8522 -1.6275 1.5956
H 1.9068 -2.7305 2.4655
H -1.0956 -0.7492 3.6271
H -2.1475 -2.1412 3.3518
H -1.3729 -1.3541 1.9889

Properties
Molar mass = 496.26 g/mol
Energy relative to the best compared isomer or geometry (same formula, charge and spin) = 0.00 kJ/mol
Charge = -1
Spin multiplicity = 1

---

One value per record, in order, for E_HOMO: -8.621; -10.849; -9.328; -14.644; -4.409 eV.
One value per record, in order, for E_tot: -36227.8655; -73879.0471; -21625.0526; -7703.7462; -65428.5965 eV.